A molecular structure, C24H23N3O3 at a distorted geometry, computed with ωB97M-V/def2-TZVPD.

Output
Spin multiplicity   1
Energy relative to the best compared isomer or geometry (same formula, charge and spin)   18.881 eV

Each line ends with the Löwdin charge.
Geometry (Å):
C 6.325 6.060 0.239  0.018
C 5.151 5.210 0.716  -0.431
C 3.875 5.431 0.935  -0.104
C 3.325 4.446 1.502  -0.030
C 4.354 3.611 1.474  -0.304
O 5.517 4.145 1.224  0.194
C 4.296 2.341 2.312  0.066
N 3.949 1.169 1.116  0.058
C 4.589 0.032 0.876  -0.793
O 5.470 -0.295 1.433  0.168
C 3.905 -0.897 -0.020  -0.084
H 4.727 -1.458 -0.626  0.141
H 3.329 -0.029 -1.094  0.218
C 2.723 -1.751 0.524  -0.124
C 1.571 -0.971 0.742  -0.160
N 1.232 0.414 0.797  0.020
N -0.098 0.658 1.152  0.091
C -0.446 -0.514 1.694  -0.221
O 0.462 -1.751 1.430  0.036
C -1.765 -0.881 2.360  -0.024
C -2.582 -1.385 1.061  -0.206
C -2.965 -0.471 0.313  -0.031
C -3.816 -1.003 -0.821  -0.014
C -4.317 -2.194 -0.782  -0.239
C -3.769 -3.332 -0.053  0.058
C -3.176 -2.752 1.069  0.039
H -2.903 -3.240 1.768  0.000
H -4.241 -4.298 0.081  0.115
C -5.168 -2.592 -1.971  -0.075
C -6.348 -3.471 -1.779  -0.087
C -7.041 -4.044 -2.828  -0.055
C -6.738 -3.566 -4.254  -0.086
C -5.741 -2.796 -4.382  -0.214
C -4.917 -2.221 -3.457  0.038
H -4.037 -1.642 -3.617  0.091
H -5.483 -2.633 -5.303  0.059
H -7.392 -3.969 -5.096  0.128
H -8.062 -4.480 -2.399  0.131
H -6.483 -3.811 -0.750  0.095
H -4.026 -0.253 -1.530  0.104
H -2.821 0.585 0.200  0.124
H -2.113 0.114 2.939  0.176
H -1.592 -1.572 3.029  0.041
H 3.114 -2.055 1.293  0.041
H 2.576 -2.473 -0.269  0.145
H 2.807 1.353 0.719  0.175
H 5.225 1.879 2.448  0.079
H 3.513 2.149 3.021  0.106
H 2.398 4.222 1.799  0.105
H 3.589 6.542 0.802  0.165
H 6.066 6.957 -0.173  0.021
H 7.209 6.136 0.898  0.079
H 6.748 5.345 -0.760  0.161